(1)
The following is a quantum chemistry calculation of a structure of composition C21H52I2N4O4Si2 in a non-equilibrium geometry, from OMol25.

Last column: Löwdin charge in e.
CARTESIAN COORDINATES (ANGSTROEM)
C 0.0132 1.9623 -5.2293  0.001
C -1.2146 1.2254 -4.7288  -0.545
O -2.2876 1.3481 -5.2791  0.070
N -0.9869 0.3940 -3.6033  -0.147
C -0.7123 1.1710 -2.3724  -0.085
Si -2.0938 -0.9772 -3.4438  0.398
N -2.1889 -1.5595 -1.8165  -0.039
O -1.6065 -2.1470 -4.5149  -0.239
Si -0.0784 -2.7844 -4.5692  0.272
O 1.0559 -1.6588 -4.9873  -0.109
C 0.4364 -3.5876 -2.9708  -0.192
C 1.9333 -3.8891 -2.8449  -0.481
C 2.2045 -4.5954 -1.5228  -0.050
O 2.6555 -2.6555 -2.8404  -0.041
C -0.1285 -4.0261 -6.0123  -0.803
I -0.8495 -5.9231 -5.3455  0.823
C 1.2064 -4.0184 -6.8137  -0.865
C 1.1457 -2.9796 -7.9287  -0.182
I 1.6544 -5.9230 -7.7133  0.766
H 0.0599 2.9251 -4.7298  0.083
H -0.0611 2.0896 -6.3017  0.084
H 0.9093 1.3962 -4.9965  0.077
H -1.4570 1.0112 -1.6020  0.049
H -0.7243 2.2317 -2.6161  0.084
H 0.2883 0.9634 -1.9996  0.088
H -3.4532 -0.5911 -3.8339  0.023
H -2.9779 -1.1165 -1.3627  0.028
H -1.3735 -1.4027 -1.2396  0.026
H 0.7196 -1.0461 -5.6409  0.047
H -0.0848 -4.5391 -2.8939  0.033
H 0.1566 -3.0207 -2.0850  0.078
H 2.2644 -4.5330 -3.6611  0.135
H 1.9351 -3.9150 -0.7171  0.083
H 1.5756 -5.4759 -1.4206  0.081
H 3.2526 -4.8523 -1.4121  0.078
H 3.3705 -2.7196 -3.4672  0.085
H -0.8946 -3.6623 -6.6914  0.034
H 2.0332 -3.7833 -6.1555  0.049
H 0.1592 -2.9590 -8.3869  0.082
H 1.8543 -3.1969 -8.7186  0.047
H 1.3537 -1.9863 -7.5391  0.067
C -3.2801 3.4689 -0.0957  -0.090
C -3.8447 3.1046 1.2674  -0.273
N -3.3505 1.8295 1.7537  -0.200
C -4.0816 1.3241 2.9025  -0.249
C -4.0122 2.1194 4.2123  -0.082
C -1.9060 1.6986 1.8144  -0.245
C -1.1233 2.7105 2.6610  -0.077
H -3.4579 2.6627 -0.8096  0.073
H -3.7612 4.3707 -0.4746  0.075
H -2.2077 3.6647 -0.0536  0.064
H -4.9311 3.0247 1.1809  0.119
H -3.6502 3.9341 1.9658  0.103
H -3.7524 0.2989 3.0916  0.111
H -5.1317 1.2428 2.6062  0.109
H -3.0519 2.0015 4.7131  0.053
H -4.7784 1.7571 4.8999  0.071
H -4.1922 3.1832 4.0560  0.067
H -1.5195 1.7427 0.7919  0.084
H -1.6744 0.6867 2.1567  0.115
H -1.4611 3.7347 2.4973  0.072
H -0.0649 2.6704 2.3947  0.074
H -1.1927 2.4931 3.7251  0.036
C 3.4154 -0.9109 4.5227  -0.090
C 2.5334 0.3276 4.5697  -0.277
N 2.0385 0.6257 5.8998  -0.201
C 0.9772 1.6144 5.9096  -0.250
C 1.3075 3.0405 5.4515  -0.088
C 3.0515 0.7673 6.9302  -0.247
C 4.1421 1.8285 6.7288  -0.082
H 2.9004 -1.7695 4.9546  0.080
H 3.6635 -1.1464 3.4873  0.072
H 4.3548 -0.7669 5.0571  0.064
H 1.6643 0.1539 3.9290  0.114
H 3.0843 1.1706 4.1215  0.102
H 0.5540 1.6540 6.9169  0.113
H 0.1739 1.2285 5.2725  0.097
H 1.8777 3.5892 6.1996  0.056
H 0.3804 3.5934 5.2880  0.063
H 1.8621 3.0521 4.5127  0.065
H 3.5393 -0.2021 7.0565  0.100
H 2.5412 0.9491 7.8790  0.114
H 4.5459 1.8135 5.7157  0.066
H 4.9710 1.6355 7.4121  0.071
H 3.7827 2.8350 6.9365  0.054

Results
* HOMO level: -0.303 Eh
* spin multiplicity: 1
* molar mass: 734.65 g mol⁻¹
* energy: -2525.88226 Ha
* total charge: 0



(2)
The following is a quantum chemistry calculation of a structure of composition C21H52N4O6V in a non-equilibrium geometry, from OMol25.

Last column: Löwdin charge in e.
CARTESIAN COORDINATES (ANGSTROEM)
O -5.6380 -4.6507 -8.2637  -0.309
V -4.9811 -4.0759 -6.9098  0.863
O -5.6133 -2.6819 -6.6356  -0.288
C -10.6306 -7.2758 -7.0362  -0.045
C -10.2794 -6.1258 -7.9783  -0.498
C -11.5500 -6.0119 -8.8717  -0.128
C -11.5653 -4.7212 -9.6820  -0.180
C -11.3417 -3.5405 -8.7557  -0.145
C -10.0461 -3.5821 -7.9343  -0.479
N -10.0017 -4.8975 -7.2390  -0.092
O -8.9561 -5.0004 -6.3051  -0.051
C -8.8333 -3.1630 -8.7987  -0.012
C -10.2045 -2.5688 -6.8116  -0.052
C -9.0254 -6.6067 -8.7702  -0.010
H -11.5064 -7.0151 -6.4393  0.091
H -9.8005 -7.4413 -6.3422  0.066
H -10.8522 -8.1554 -7.6345  0.093
H -11.5065 -6.8272 -9.5975  0.120
H -12.4886 -6.0785 -8.3261  0.122
H -12.5347 -4.7132 -10.1945  0.116
H -10.8955 -4.6716 -10.5464  0.113
H -12.1852 -3.3872 -8.0752  0.120
H -11.3983 -2.6141 -9.3385  0.128
H -7.8861 -3.6982 -8.7122  0.048
H -9.0490 -3.1495 -9.8715  0.081
H -8.6280 -2.1122 -8.5870  0.078
H -10.3047 -1.5473 -7.1820  0.091
H -11.1519 -2.7505 -6.2923  0.087
H -9.4247 -2.6274 -6.0540  0.074
H -8.3373 -6.9951 -8.0153  0.060
H -8.4902 -5.8509 -9.3444  0.074
H -9.3223 -7.4032 -9.4530  0.086
H -9.4331 -5.0169 -5.4644  0.122
C -7.1436 0.3552 -5.1512  -0.087
C -6.9597 0.8661 -3.7179  -0.418
C -5.4802 1.2738 -3.5922  -0.218
O -5.2840 2.0723 -2.4328  -0.191
C -4.2298 1.5750 -1.6194  -0.107
N -7.8002 2.0487 -3.4874  0.036
H -6.7048 -0.6396 -5.2895  0.052
H -6.8872 1.0708 -5.9348  0.082
H -8.1847 0.1391 -5.4311  0.068
H -7.1891 0.0512 -3.0328  0.137
H -5.1396 1.8655 -4.4449  0.127
H -4.8758 0.3631 -3.5275  0.108
H -4.4414 0.5468 -1.3141  0.084
H -4.0554 2.2658 -0.8006  0.089
H -3.3092 1.5632 -2.2209  0.082
H -8.7453 1.7830 -3.7929  0.073
H -7.6666 2.6840 -4.2837  0.080
C -1.2632 -2.3275 -5.0897  -0.015
C -2.4202 -2.5794 -6.0790  -0.358
C -2.0341 -2.9327 -7.5076  -0.182
O -3.2183 -2.9738 -8.2765  -0.252
C -3.3314 -2.0106 -9.3134  -0.044
N -3.1177 -3.8294 -5.6775  -0.004
H -0.3908 -1.8314 -5.5201  0.089
H -0.9309 -3.2780 -4.6868  0.082
H -1.6534 -1.5866 -4.3906  0.086
H -3.1453 -1.7698 -6.1277  0.143
H -1.4798 -3.8769 -7.5650  0.139
H -1.3515 -2.2018 -7.9565  0.139
H -2.4758 -1.9900 -9.9893  0.101
H -3.4142 -1.0354 -8.8206  0.105
H -4.2305 -2.1437 -9.9077  0.103
H -2.4851 -4.6157 -5.5500  0.110
H -3.4571 -3.6995 -4.7176  0.121
C -6.6430 -7.6046 -4.8843  -0.031
C -5.6445 -6.5847 -5.4795  -0.388
C -4.8409 -7.1972 -6.5860  -0.181
O -3.8703 -6.2879 -7.1346  -0.273
C -3.2748 -6.9503 -8.2531  -0.063
N -6.2584 -5.2374 -5.5988  0.038
H -7.3905 -7.2305 -4.1945  0.088
H -6.0517 -8.3563 -4.3455  0.090
H -7.0281 -8.2682 -5.6676  0.087
H -4.9686 -6.4499 -4.6151  0.142
H -5.5543 -7.4027 -7.3964  0.139
H -4.3435 -8.0976 -6.2271  0.148
H -2.5237 -6.2696 -8.6595  0.094
H -3.9199 -7.2868 -9.0620  0.107
H -2.6791 -7.7698 -7.8349  0.102
H -6.5742 -4.9059 -4.6965  0.124
H -7.1168 -5.4453 -6.1291  0.076

Results
* energy above the lowest of the compared OMol25 structures with the same formula, charge and spin: 81.2 kJ/mol
* HOMO level: -0.389 Eh
* spin multiplicity: 1
* molar mass: 507.61 g mol⁻¹
* energy: -2445.49979 Ha
* total charge: +1